1.
ORCA calculation (ωB97M-V with the def2-TZVPD basis set) on one molecule with the formula C12H15ClN2O4 in a non-equilibrium geometry.

Positions of all 34 atoms, in Å:
C -0.54 -6.78 -0.58
C -1.49 -6.12 0.22
O -1.54 -4.69 -0.48
C -0.74 -3.68 0.06
O 0.05 -3.85 0.82
N -0.75 -2.56 -0.52
C -0.14 -1.42 -0.19
C -0.81 -0.58 0.71
O -0.20 0.72 1.26
C -0.28 1.63 0.25
O -0.92 1.70 -0.64
N 0.70 2.55 0.93
C 0.77 3.97 0.36
C 1.81 4.82 0.90
C 1.90 6.19 0.56
C 1.37 6.46 -0.63
Cl 1.79 7.96 -1.26
C 0.39 5.68 -1.32
C 0.54 4.28 -0.84
H -0.30 -7.77 -0.32
H 0.52 -6.33 -0.48
H -0.78 -6.73 -1.79
H -1.10 -6.09 1.35
H -2.45 -6.46 0.13
H -1.61 -2.42 -1.05
H 0.90 -1.65 0.43
H 0.17 -0.69 -1.00
H -1.84 -0.24 0.65
H -0.83 -1.12 1.79
H 1.19 2.45 1.80
H 2.10 4.46 1.85
H 2.55 6.81 0.94
H -0.01 5.89 -2.52
H -0.41 3.58 -1.41

Properties
ΔE to the lowest compared entry with this formula, charge and spin	205.53	kcal/mol
LUMO level	0.49	eV
SMILES string	CCOC(=O)NCCOC(=O)Nc1ccc(Cl)cc1

***

2.
ORCA calculation (ωB97M-V with the def2-TZVPD basis set) on a 6-piece molecular cluster, H12O6 overall.

Positions of all 18 atoms, in Å:
O 8.85 14.69 -1.12
H 7.99 14.87 -0.75
H 9.20 13.98 -0.59
O 4.12 17.94 7.35
H 3.45 18.23 6.73
H 4.61 18.74 7.56
O 4.93 14.17 -0.05
H 5.16 13.32 0.34
H 4.11 13.99 -0.52
O 8.13 18.73 3.24
H 7.19 18.58 3.19
H 8.45 18.07 3.85
O 4.62 17.13 2.31
H 3.90 16.65 2.73
H 4.89 16.56 1.58
O 0.22 15.94 4.92
H -0.10 16.65 5.48
H 1.00 15.62 5.36

Properties
ΔE to the lowest compared entry with this formula, charge and spin	38.94	kcal/mol
LUMO level	0.18	eV
SMILES string	O.O.O.O.O.O

***

3.
ORCA calculation (ωB97M-V with the def2-TZVPD basis set) on one molecule with the formula H4N2 in a non-equilibrium geometry.

Positions of all 6 atoms, in Å:
N -0.71 -0.11 0.21
N 0.67 -0.23 0.05
H -1.16 0.88 -0.33
H -1.14 -0.97 -0.17
H 1.11 0.30 0.93
H 1.23 0.13 -0.69

Properties
ΔE to the lowest compared entry with this formula, charge and spin	23.60	kcal/mol
LUMO level	1.27	eV
SMILES string	NN